No. 1
ORCA calculation (ωB97M-V/def2-TZVPD) on a structure of composition C35H37F5MnOP2Te.

## Properties
* HOMO-LUMO gap (alpha / beta): 4.35 / 6.29 eV
* <S²>: 8.850
* multiplicity: 6
* strongest force on any atom: 3.0 eV/Å

Geometry (Å):
1 Mn -0.114 0.760 1.784
2 C -1.591 0.876 -3.381
3 C -1.697 -0.451 -3.239
4 C -0.990 -1.470 -4.082
5 C 0.455 -1.122 -4.573
6 C 1.350 -0.272 -3.738
7 C 1.389 1.063 -3.802
8 C 0.453 1.927 -4.577
9 C -1.009 1.460 -4.635
10 C 1.473 0.212 3.098
11 H -2.029 1.576 -2.653
12 H -2.391 -0.868 -2.509
13 H -1.545 -1.687 -5.016
14 H -0.958 -2.424 -3.529
15 H 0.967 -2.088 -4.720
16 H 0.369 -0.664 -5.569
17 H 2.148 -0.822 -3.236
18 H 2.250 1.631 -3.445
19 H 0.797 2.011 -5.631
20 H 0.522 2.940 -4.142
21 H -1.609 2.322 -4.957
22 H -1.092 0.703 -5.426
23 H 1.313 0.965 3.884
24 H 2.565 0.088 3.008
25 H 1.027 -0.736 3.449
26 P -1.497 -0.715 0.670
27 P 1.942 0.015 0.743
28 C -0.319 -0.956 -0.634
29 C 1.010 -0.654 -0.627
30 C -2.348 -2.242 0.978
31 C -2.667 -3.169 -0.034
32 C -3.441 -4.289 0.287
33 C -3.843 -4.508 1.618
34 C -3.468 -3.608 2.635
35 C -2.692 -2.500 2.318
36 C -2.660 0.697 0.358
37 C -2.146 2.014 0.261
38 C -3.033 3.094 0.182
39 C -4.422 2.863 0.169
40 C -4.921 1.562 0.272
41 C -4.053 0.480 0.388
42 C 3.404 -1.054 0.969
43 C 3.184 -2.347 1.484
44 C 4.266 -3.151 1.846
45 C 5.575 -2.685 1.678
46 C 5.800 -1.421 1.127
47 C 4.725 -0.600 0.769
48 C 2.515 1.704 0.353
49 C 2.715 2.613 1.409
50 C 3.065 3.936 1.134
51 C 3.195 4.363 -0.190
52 C 3.033 3.463 -1.252
53 C 2.706 2.128 -0.962
54 H -0.734 -1.501 -1.493
55 H 1.632 -0.958 -1.475
56 H -2.335 -3.013 -1.059
57 H -3.739 -4.998 -0.495
58 H -4.439 -5.387 1.875
59 H -3.782 -3.767 3.670
60 H -2.375 -1.807 3.088
61 H -1.051 2.202 0.293
62 H -2.645 4.112 0.149
63 H -5.103 3.706 0.086
64 H -6.007 1.387 0.280
65 H -4.435 -0.532 0.546
66 H 2.164 -2.705 1.619
67 H 4.086 -4.136 2.278
68 H 6.417 -3.295 2.002
69 H 6.820 -1.057 0.992
70 H 4.905 0.389 0.356
71 H 2.569 2.267 2.431
72 H 3.225 4.629 1.963
73 H 3.426 5.410 -0.398
74 H 3.156 3.797 -2.286
75 H 2.576 1.404 -1.758
76 F -0.729 -1.206 5.343
77 Te -1.699 0.444 5.256
78 F -2.702 2.064 5.311
79 F -0.157 1.303 5.941
80 F -3.213 -0.544 4.651
81 F -2.301 0.093 7.040
82 O -1.210 0.731 3.483

No. 2
ORCA calculation (ωB97M-V/def2-TZVPD) on a structure of composition C35H37FeNO2P2.

## Properties
* HOMO-LUMO gap (alpha / beta): 3.68 / 3.72 eV
* <S²>: 6.053
* multiplicity: 5
* strongest force on any atom: 5.6 eV/Å

Geometry (Å):
1 Fe -1.151 0.383 -1.251
2 C 0.292 1.159 -3.092
3 C 1.353 1.627 -2.365
4 C 1.460 3.080 -2.113
5 C 0.146 3.844 -1.680
6 C -0.952 3.020 -1.144
7 C -1.888 2.280 -1.880
8 C -1.851 2.424 -3.390
9 C -0.497 2.057 -4.002
10 C -0.672 -1.777 2.054
11 H 0.191 0.094 -3.355
12 H 2.289 1.051 -2.224
13 H 1.855 3.585 -3.000
14 H 2.174 3.268 -1.324
15 H 0.469 4.507 -0.849
16 H -0.128 4.552 -2.495
17 H -1.186 3.276 -0.121
18 H -2.898 2.051 -1.484
19 H -2.118 3.444 -3.677
20 H -2.587 1.758 -3.788
21 H -0.712 1.499 -4.909
22 H -0.006 2.990 -4.304
23 H -0.992 -2.115 1.015
24 H -0.958 -2.307 2.941
25 H 0.444 -1.652 1.962
26 P 1.708 -0.804 -0.165
27 P -1.412 -0.127 1.805
28 C 0.936 0.785 0.337
29 C -0.292 1.023 0.980
30 C 3.371 -0.824 0.451
31 C 4.225 0.282 0.230
32 C 5.548 0.173 0.638
33 C 5.985 -0.954 1.336
34 C 5.108 -2.012 1.626
35 C 3.801 -1.945 1.185
36 C 1.491 -1.863 -1.696
37 C 0.221 -2.302 -2.179
38 C 0.141 -3.151 -3.270
39 C 1.298 -3.536 -3.945
40 C 2.544 -3.039 -3.542
41 C 2.625 -2.188 -2.456
42 C -1.644 0.552 3.444
43 C -0.523 0.760 4.258
44 C -0.683 1.300 5.522
45 C -1.968 1.711 5.915
46 C -3.063 1.662 5.025
47 C -2.883 1.107 3.769
48 C -3.049 -0.490 1.091
49 C -3.720 -1.723 1.239
50 C -4.878 -1.983 0.509
51 C -5.307 -1.050 -0.438
52 C -4.675 0.190 -0.588
53 C -3.581 0.498 0.242
54 H 1.567 1.666 0.144
55 H -0.599 2.051 1.207
56 H 3.869 1.185 -0.246
57 H 6.240 0.987 0.461
58 H 7.015 -1.035 1.681
59 H 5.403 -2.863 2.230
60 H 3.083 -2.739 1.405
61 H -0.713 -2.070 -1.673
62 H -0.825 -3.525 -3.592
63 H 1.246 -4.170 -4.814
64 H 3.447 -3.305 -4.062
65 H 3.593 -1.778 -2.177
66 H 0.487 0.581 3.878
67 H 0.182 1.439 6.180
68 H -2.110 2.138 6.902
69 H -4.025 2.090 5.298
70 H -3.676 1.180 3.016
71 H -3.342 -2.475 1.937
72 H -5.404 -2.936 0.657
73 H -6.160 -1.297 -1.054
74 H -4.999 0.877 -1.376
75 H -3.207 1.538 0.309
76 O 2.593 -4.398 3.077
77 N 1.559 -4.608 2.492
78 O 1.378 -4.678 1.273

No. 3
ORCA calculation (ωB97M-V/def2-TZVPD) on a structure of composition C35H37IOsP2.

## Properties
* HOMO-LUMO gap (alpha / beta): 7.38 / 4.45 eV
* charge: +2
* <S²>: 6.032
* multiplicity: 5
* strongest force on any atom: 1.9 eV/Å

Geometry (Å):
1 Os 0.064 0.143 -0.738
2 C -1.836 -0.132 0.316
3 C -1.941 -0.503 -1.060
4 C -2.574 0.324 -2.154
5 C -1.772 1.579 -2.609
6 C -0.478 1.767 -1.859
7 C -0.364 2.148 -0.465
8 C -1.558 2.444 0.427
9 C -2.284 1.181 0.935
10 C 2.056 0.024 -1.090
11 H -1.809 -0.999 0.998
12 H -1.939 -1.587 -1.240
13 H -3.604 0.608 -1.853
14 H -2.667 -0.359 -3.022
15 H -1.531 1.463 -3.688
16 H -2.408 2.488 -2.537
17 H 0.303 2.172 -2.507
18 H 0.507 2.772 -0.235
19 H -2.264 3.128 -0.081
20 H -1.165 2.996 1.307
21 H -2.110 1.091 2.029
22 H -3.379 1.269 0.804
23 H 2.619 -0.624 -0.393
24 H 2.525 1.020 -1.080
25 H 2.158 -0.393 -2.104
26 P -0.015 -2.148 -9.072
27 P 1.895 0.429 -9.434
28 C -0.679 -0.567 -9.629
29 C 0.139 0.478 -9.911
30 C -0.717 -3.361 -10.284
31 C -1.853 -3.081 -11.060
32 C -2.415 -4.076 -11.857
33 C -1.788 -5.318 -11.992
34 C -0.584 -5.557 -11.316
35 C -0.053 -4.588 -10.463
36 C -1.023 -2.306 -7.549
37 C -0.655 -1.423 -6.515
38 C -1.319 -1.467 -5.290
39 C -2.331 -2.417 -5.071
40 C -2.721 -3.262 -6.117
41 C -2.096 -3.194 -7.369
42 C 2.615 1.144 -10.982
43 C 2.550 0.332 -12.130
44 C 2.995 0.805 -13.368
45 C 3.559 2.088 -13.463
46 C 3.648 2.893 -12.324
47 C 3.163 2.434 -11.094
48 C 2.049 1.833 -8.282
49 C 3.217 1.903 -7.500
50 C 3.433 3.005 -6.671
51 C 2.471 4.021 -6.587
52 C 1.291 3.922 -7.332
53 C 1.072 2.834 -8.179
54 H -1.775 -0.482 -9.671
55 H -0.181 1.360 -10.487
56 H -2.297 -2.085 -11.038
57 H -3.350 -3.875 -12.380
58 H -2.228 -6.094 -12.619
59 H -0.067 -6.505 -11.446
60 H 0.876 -4.781 -9.923
61 H 0.133 -0.687 -6.685
62 H -1.050 -0.761 -4.503
63 H -2.815 -2.480 -4.090
64 H -3.531 -3.981 -5.958
65 H -2.443 -3.813 -8.195
66 H 2.115 -0.667 -12.062
67 H 2.895 0.186 -14.262
68 H 3.912 2.456 -14.432
69 H 4.089 3.896 -12.398
70 H 3.201 3.097 -10.233
71 H 3.953 1.099 -7.561
72 H 4.355 3.071 -6.090
73 H 2.640 4.884 -5.938
74 H 0.522 4.695 -7.256
75 H 0.154 2.761 -8.758
76 I 1.023 -0.918 1.480

No. 4
ORCA calculation (ωB97M-V/def2-TZVPD) on a structure of composition C35H37MnN4O5S2.

## Properties
* HOMO-LUMO gap (alpha / beta): 5.89 / 6.30 eV
* charge: +2
* <S²>: 6.049
* multiplicity: 5
* strongest force on any atom: 0.6 eV/Å

Geometry (Å):
1 Mn -0.199 -0.237 -0.055
2 C -0.644 -3.472 -0.250
3 C -0.503 -2.976 1.150
4 C -0.601 -3.854 2.231
5 C -0.544 -3.382 3.522
6 C -0.397 -2.017 3.745
7 C -0.293 -1.183 2.654
8 N -0.326 -1.662 1.378
9 C -0.152 0.286 2.751
10 C 0.089 1.023 3.899
11 C 0.259 2.397 3.770
12 C 0.217 3.000 2.522
13 C -0.020 2.204 1.411
14 N -0.234 0.896 1.567
15 C -0.011 2.632 -0.002
16 C 0.138 3.940 -0.394
17 C 0.152 4.228 -1.757
18 C -0.007 3.205 -2.659
19 C -0.172 1.886 -2.221
20 C -0.416 0.799 -3.211
21 N -0.151 1.619 -0.905
22 H -0.563 -4.555 -0.273
23 H 0.112 -3.047 -0.905
24 H -1.622 -3.190 -0.639
25 H -0.726 -4.909 2.032
26 H -0.622 -4.064 4.358
27 H -0.369 -1.619 4.747
28 H 0.169 0.545 4.862
29 H 0.457 2.995 4.648
30 H 0.392 4.061 2.420
31 H 0.251 4.726 0.335
32 H 0.279 5.245 -2.097
33 H -0.011 3.396 -3.722
34 H -0.019 1.081 -4.182
35 H -1.491 0.636 -3.320
36 H 0.050 -0.138 -2.927
37 C -0.530 -7.504 -5.156
38 C 0.163 -6.180 -5.017
39 C 1.547 -6.111 -4.867
40 C 2.197 -4.892 -4.790
41 C 1.447 -3.724 -4.846
42 C 0.068 -3.764 -4.993
43 C -0.564 -4.993 -5.077
44 S 2.283 -2.180 -4.794
45 O 3.422 -2.182 -5.658
46 O 1.310 -1.122 -4.942
47 N 2.851 -2.199 -3.236
48 C 3.555 -0.985 -2.822
49 C 3.553 -0.859 -1.307
50 C 2.221 -0.534 -0.705
51 O 2.081 0.268 0.226
52 O 1.154 -1.124 -1.173
53 H 0.119 -8.326 -4.863
54 H -0.828 -7.668 -6.193
55 H -1.434 -7.543 -4.548
56 H 2.124 -7.025 -4.832
57 H 3.272 -4.842 -4.707
58 H -0.487 -2.841 -5.067
59 H -1.637 -5.036 -5.214
60 H 2.074 -2.432 -2.621
61 H 3.126 -0.088 -3.283
62 H 4.591 -1.064 -3.151
63 H 4.239 -0.069 -0.999
64 H 3.908 -1.790 -0.853
65 C -3.638 3.063 4.307
66 C -3.538 2.375 2.979
67 C -3.490 0.982 2.893
68 C -3.402 0.345 1.669
69 C -3.356 1.116 0.512
70 C -3.399 2.502 0.567
71 C -3.496 3.122 1.802
72 S -3.140 0.367 -1.067
73 C -4.588 -0.656 -1.196
74 O -2.005 -0.665 -0.884
75 H -3.790 2.353 5.116
76 H -4.466 3.769 4.312
77 H -2.731 3.631 4.516
78 H -3.540 0.393 3.799
79 H -3.361 -0.736 1.614
80 H -3.360 3.090 -0.342
81 H -3.547 4.202 1.854
82 H -4.690 -1.270 -0.304
83 H -4.464 -1.269 -2.085
84 H -5.445 0.004 -1.314

No. 5
ORCA calculation (ωB97M-V/def2-TZVPD) on a structure of composition C35H38AgN6OS2.

## Properties
* HOMO-LUMO gap: 7.80 eV
* charge: +1
* strongest force on any atom: 4.1 eV/Å

Geometry (Å):
1 Ag 15.717 -12.452 -8.324
2 C 14.633 -13.693 -11.210
3 C 14.280 -15.098 -10.629
4 C 14.202 -16.240 -11.605
5 C 13.397 -16.259 -12.746
6 C 13.588 -17.294 -13.693
7 C 14.365 -18.374 -13.306
8 C 15.155 -18.221 -12.180
9 N 15.200 -17.142 -11.459
10 N 15.837 -12.992 -10.685
11 C 17.000 -13.864 -10.800
12 C 18.278 -13.365 -10.191
13 C 19.442 -13.263 -10.983
14 C 20.495 -12.607 -10.396
15 C 20.416 -12.177 -9.052
16 C 19.221 -12.368 -8.386
17 N 18.169 -12.954 -8.923
18 C 16.009 -11.707 -11.499
19 C 16.640 -10.607 -10.750
20 C 17.426 -9.675 -11.429
21 C 17.957 -8.561 -10.747
22 C 17.685 -8.457 -9.396
23 C 16.984 -9.453 -8.746
24 N 16.308 -10.451 -9.506
25 H 13.801 -12.994 -10.937
26 H 14.681 -13.725 -12.330
27 H 13.227 -15.137 -10.238
28 H 15.019 -15.306 -9.864
29 H 12.737 -15.420 -12.912
30 H 13.164 -17.368 -14.680
31 H 14.380 -19.342 -13.780
32 H 15.755 -19.045 -11.815
33 H 17.108 -14.132 -11.885
34 H 16.753 -14.846 -10.291
35 H 19.472 -13.505 -12.004
36 H 21.402 -12.400 -10.944
37 H 21.216 -11.623 -8.574
38 H 19.073 -12.242 -7.322
39 H 15.016 -11.385 -11.839
40 H 16.500 -11.942 -12.393
41 H 17.638 -9.817 -12.458
42 H 18.283 -7.745 -11.365
43 H 18.178 -7.703 -8.764
44 H 16.712 -9.391 -7.715
45 C 14.229 -15.692 -6.125
46 N 13.352 -14.540 -6.376
47 C 11.798 -14.694 -6.231
48 C 11.426 -13.240 -6.175
49 N 12.625 -12.480 -5.981
50 C 13.737 -13.288 -6.029
51 S 15.300 -12.624 -6.045
52 H 13.597 -16.571 -6.272
53 H 14.559 -15.607 -5.033
54 H 15.067 -15.483 -6.776
55 H 11.358 -15.235 -5.338
56 H 11.461 -15.248 -7.129
57 H 10.719 -13.086 -5.344
58 H 10.875 -13.035 -7.136
59 H 12.729 -11.454 -5.831
60 O 4.371 -13.603 -9.833
61 S 5.054 -14.081 -11.110
62 C 4.035 -13.676 -12.501
63 C 4.435 -14.030 -13.791
64 C 3.556 -13.924 -14.854
65 C 2.255 -13.472 -14.660
66 C 1.827 -13.143 -13.323
67 C 2.699 -13.172 -12.256
68 C 5.044 -15.868 -11.165
69 C 6.140 -16.439 -11.692
70 C 6.206 -17.828 -11.833
71 C 5.302 -18.610 -11.162
72 C 4.324 -18.043 -10.320
73 C 4.230 -16.656 -10.311
74 H 5.363 -14.536 -14.081
75 H 3.854 -14.118 -15.890
76 H 1.581 -13.394 -15.510
77 H 0.799 -12.865 -13.132
78 H 2.425 -12.934 -11.239
79 H 6.824 -15.793 -12.258
80 H 7.119 -18.280 -12.241
81 H 5.341 -19.688 -11.183
82 H 3.677 -18.622 -9.712
83 H 3.539 -16.072 -9.711

No. 6
ORCA calculation (ωB97M-V/def2-TZVPD) on a structure of composition C35H38As2CrN3S4.

## Properties
* HOMO-LUMO gap (alpha / beta): 6.65 / 7.33 eV
* charge: +1
* <S²>: 6.075
* multiplicity: 5
* strongest force on any atom: 1.3 eV/Å

Geometry (Å):
1 Cr 1.852 0.028 0.380
2 S 3.309 -1.782 -0.349
3 C 3.096 -1.995 1.344
4 N 2.633 -0.975 2.026
5 C 2.307 -1.318 3.336
6 C 1.754 -0.474 4.293
7 C 1.472 -0.994 5.541
8 C 1.731 -2.336 5.839
9 C 2.286 -3.180 4.894
10 C 2.574 -2.653 3.639
11 S 3.227 -3.465 2.237
12 H 1.547 0.558 4.044
13 H 1.052 -0.353 6.305
14 H 1.487 -2.722 6.821
15 H 2.478 -4.221 5.117
16 S 0.265 1.526 1.326
17 C -1.240 0.661 1.205
18 N -2.384 1.340 1.484
19 C -3.556 0.580 1.898
20 C -3.685 -0.677 1.075
21 N -2.435 -1.425 1.108
22 C -2.480 -2.872 1.343
23 C -2.807 -3.690 0.113
24 C -4.123 -3.794 -0.331
25 C -4.439 -4.571 -1.437
26 C -3.438 -5.261 -2.106
27 C -2.124 -5.171 -1.666
28 C -1.811 -4.389 -0.561
29 C -1.274 -0.744 0.982
30 S 0.113 -1.584 0.386
31 C -2.580 2.741 1.129
32 C -3.450 2.892 -0.100
33 C -4.460 3.846 -0.137
34 C -5.289 3.953 -1.247
35 C -5.123 3.096 -2.326
36 C -4.102 2.153 -2.305
37 C -3.266 2.060 -1.202
38 H -4.442 1.201 1.773
39 H -3.460 0.319 2.957
40 H -3.940 -0.421 0.043
41 H -4.482 -1.303 1.473
42 H -3.243 -3.041 2.106
43 H -1.522 -3.176 1.754
44 H -4.916 -3.272 0.197
45 H -5.468 -4.647 -1.766
46 H -3.682 -5.877 -2.962
47 H -1.339 -5.712 -2.180
48 H -0.784 -4.317 -0.222
49 H -1.601 3.181 0.963
50 H -3.033 3.264 1.974
51 H -4.601 4.509 0.710
52 H -6.073 4.699 -1.264
53 H -5.790 3.157 -3.176
54 H -3.964 1.487 -3.147
55 H -2.463 1.328 -1.193
56 C 5.521 0.708 0.936
57 As 3.921 1.384 0.104
58 C 4.192 3.294 0.355
59 C 4.229 1.216 -1.814
60 C 5.510 1.280 -2.349
61 C 5.698 1.205 -3.723
62 C 4.603 1.089 -4.568
63 C 3.321 1.023 -4.038
64 C 3.131 1.071 -2.663
65 As 1.375 1.008 -1.826
66 C 0.974 2.911 -1.906
67 C 0.171 0.250 -3.135
68 H 5.407 0.846 2.009
69 H 6.387 1.269 0.595
70 H 5.643 -0.348 0.717
71 H 4.861 3.653 -0.422
72 H 4.639 3.459 1.332
73 H 3.248 3.829 0.304
74 H 6.370 1.374 -1.697
75 H 6.700 1.236 -4.132
76 H 4.748 1.049 -5.641
77 H 2.472 0.941 -4.705
78 H 0.549 3.149 -2.877
79 H 1.906 3.455 -1.779
80 H 0.284 3.185 -1.113
81 H -0.372 1.048 -3.631
82 H -0.528 -0.406 -2.616
83 H 0.727 -0.343 -3.855